Molecular formula: C5H11N3
Method: DFT, ωB97M-V/def2-TZVPD

- SMILES = C=NN(C)C(=C)CN

Bonds (Å) are listed after each position.
Cartesian coordinates (Å):
1 C 2.72270 0.39823 -0.51401  N2 1.268, H9 1.083, H10 1.164
2 N 1.91711 -0.44580 -0.01840  C1 1.268, N3 1.440
3 N 0.79046 0.23711 0.56271  N2 1.440, C4 1.456, C5 1.415
4 C 0.64131 -0.23907 1.93031  N3 1.456, H11 1.090, H12 1.088, H13 1.094
5 C -0.37797 0.31572 -0.23195  N3 1.415, C6 1.331, C7 1.523
6 C -0.49147 1.24047 -1.18224  C5 1.331, H14 1.076, H15 1.076
7 C -1.42353 -0.76722 0.00120  C5 1.523, N8 1.448, H16 1.095, H17 1.095
8 N -2.48695 -0.88233 -0.97513  C7 1.448, H18 1.014, H19 1.014
9 H 3.63358 -0.00703 -0.93654  C1 1.083
10 H 2.20652 1.43073 -0.36535  C1 1.164
11 H 1.57561 -0.02178 2.44693  C4 1.090
12 H -0.18983 0.27595 2.40689  C4 1.088
13 H 0.47506 -1.31802 2.00115  C4 1.094
14 H -1.34747 1.27535 -1.83356  C6 1.076
15 H 0.30933 1.92224 -1.40956  C6 1.076
16 H -1.89628 -0.62139 0.97769  C7 1.095
17 H -0.90241 -1.72938 0.03803  C7 1.095
18 H -2.10634 -1.02501 -1.90434  N8 1.014
19 H -3.04943 -0.03876 -0.99383  N8 1.014

---

Molecular formula: C5H11N3
Method: DFT, ωB97M-V/def2-TZVPD

Bonds (Å) are listed after each position.
Cartesian coordinates (Å):
1 C -0.81249 -0.74367 -1.22060  C4 1.480, C5 1.504, H13 1.102, H14 1.085
2 C -2.17838 0.33463 0.77733  C5 1.493, H15 1.093, H16 1.099, H17 1.094
3 N 1.34584 0.38780 -0.33608  C4 1.837, N6 1.424, C7 1.564, H9 1.033
4 C 0.29875 -1.12093 -0.31860  C1 1.480, N3 1.837, C5 1.869, N8 1.262
5 C -0.96731 0.23439 -0.08921  C1 1.504, C2 1.493, C4 1.869, C7 1.470
6 N 2.17572 0.32585 0.81955  N3 1.424, H10 1.019, H11 1.016
7 C 0.07229 1.27281 -0.13584  N3 1.564, C5 1.470, H18 1.091, H19 1.110
8 N 0.73474 -2.24600 0.05144  C4 1.262, H12 1.019
9 H 1.78967 0.34923 -1.26856  N3 1.033
10 H 2.65237 -0.57412 0.83784  N6 1.019
11 H 2.87002 1.06423 0.74256  N6 1.016
12 H 1.35350 -2.22587 0.86119  N8 1.019
13 H -0.52102 -0.38990 -2.22314  C1 1.102
14 H -1.57115 -1.51697 -1.28681  C1 1.085
15 H -1.93940 0.81773 1.72869  C2 1.093
16 H -2.98066 0.92825 0.31809  C2 1.099
17 H -2.58286 -0.65872 0.99243  C2 1.094
18 H 0.18181 1.84222 0.78812  C7 1.091
19 H 0.07855 1.91901 -1.03839  C7 1.110

---

Molecular formula: C5H11N3
Method: DFT, ωB97M-V/def2-TZVPD

- SMILES = [H]/N=C(/C)N(C)C(=C)N

Bonds (Å) are listed after each position.
Cartesian coordinates (Å):
1 H -0.24531 2.32483 -0.39061  N2 1.015
2 N -1.11251 1.84586 -0.17085  H1 1.015, C3 1.246
3 C -1.03757 0.61650 0.01912  N2 1.246, C4 1.726, N5 1.332
4 C -2.55060 -0.19640 0.18949  C3 1.726, H10 1.086, H11 1.084, H12 1.086
5 N -0.11348 -0.33768 -0.08506  C3 1.332, C6 1.452, C7 1.642
6 C -0.09934 -1.55158 0.71102  N5 1.452, H13 1.089, H14 1.093, H15 1.090
7 C 1.38021 0.28695 -0.35699  N5 1.642, C8 1.333, N9 1.380
8 C 2.36540 0.22657 0.53901  C7 1.333, H16 1.076, H17 1.081
9 N 1.45294 0.99037 -1.54201  C7 1.380, H18 1.011, H19 1.008
10 H -2.64271 -0.47458 1.23500  C4 1.086
11 H -3.26641 0.56617 -0.09416  C4 1.084
12 H -2.65739 -1.05578 -0.46532  C4 1.086
13 H 0.88803 -1.99979 0.61270  C6 1.089
14 H -0.29319 -1.37003 1.77135  C6 1.093
15 H -0.84487 -2.24532 0.32375  C6 1.090
16 H 2.19798 -0.08809 1.55396  C8 1.076
17 H 3.36954 0.53811 0.28853  C8 1.081
18 H 2.38076 1.22984 -1.86321  N9 1.011
19 H 0.82851 0.69404 -2.27572  N9 1.008

---

Molecular formula: C5H11N3
Method: DFT, ωB97M-V/def2-TZVPD

- SMILES = C=CN=C.CC#N.N

Bonds (Å) are listed after each position.
Cartesian coordinates (Å):
1 C 1.18151 -1.60543 -0.97849  C2 1.328, H5 1.075, H6 1.077
2 C 1.98557 -0.57322 -0.75235  C1 1.328, N3 1.382, H7 1.092
3 N 1.61334 0.42810 0.12513  C2 1.382, C4 1.260
4 C 2.39351 1.38861 0.36370  N3 1.260, H8 1.079, H9 1.095
5 H 1.45787 -2.39272 -1.65693  C1 1.075
6 H 0.22917 -1.69096 -0.48383  C1 1.077
7 H 2.95579 -0.48145 -1.24568  C2 1.092
8 H 2.07186 2.15604 1.05137  C4 1.079
9 H 3.38622 1.49931 -0.08540  C4 1.095
10 C -2.38031 0.46357 -0.89672  C11 1.433, H13 1.089, H14 1.090, H15 1.089
11 C -2.39745 -0.86038 -0.34797  C10 1.433, N12 1.144
12 N -2.40405 -1.92081 0.08054  C11 1.144
13 H -1.37696 0.68888 -1.25503  C10 1.089
14 H -2.63943 1.16699 -0.10607  C10 1.090
15 H -3.09198 0.53204 -1.71861  C10 1.089
16 N -0.95696 0.43822 1.84700  H17 1.018, H18 1.017, H19 1.009
17 H -0.12083 0.39852 1.26763  N16 1.018
18 H -0.69224 0.87738 2.72470  N16 1.017
19 H -1.21467 -0.51263 2.06703  N16 1.009

---

The records above yield HOMO level values of -8.16 -6.38 -8.62 -9.64 eV, respectively.
The records above yield ΔE to the lowest compared entry with this formula, charge and spin values of 3.2346 5.0579 2.1400 1.7493 eV, respectively.
The records above yield E values of -361.27052 -361.20352 -361.31075 -361.32511 Ha, respectively.